Computed, not measured: a cluster of 17 separate species, C68H102O51 in total at a distorted geometry, with ωB97M-V/def2-TZVPD.

## Properties
HOMO energy, eV: -10.23
Frontier orbital gap, Ha: 0.3774
2S+1: 1
Relative energy (zero: lowest compared OMol25 entry of this formula, charge and spin), kJ/mol: 166.4
E, eV: -176594.6110
LUMO level, eV: 0.0

Last columns: bonded neighbours and bond lengths (Å).
CARTESIAN COORDINATES (ANGSTROEM)
1 H -0.56797 -6.42121 -1.24042  C62 1.090
2 H 4.54831 -1.72256 -2.13085  C10 1.090
3 C 1.78577 1.55173 -0.55976  C36 1.603, H130 1.090, H205 1.090, H214 1.090
4 H 3.50714 -3.15151 -1.90664  C10 1.090
5 O -4.04440 -5.29213 2.30196  C112 1.402, C188 1.330
6 H -2.64165 -3.20502 -2.95593  C84 1.090
7 O -0.70360 3.60767 -2.51749  C17 1.326, C195 1.385
8 H 9.58047 2.63581 1.17921  C178 1.090
9 H -1.03126 -8.97131 -4.24784  C105 1.090
10 C 3.52340 -2.09220 -2.16294  H2 1.090, H4 1.090, H31 1.090, C93 1.545
11 O -2.30134 -3.84756 4.05908  C69 1.218
12 H -2.83885 3.24342 1.95156  C156 1.090
13 O 0.46184 -2.29150 8.44923  C163 1.220
14 H 2.40237 -1.75442 4.28798  C134 1.090
15 C -0.30453 1.98885 -4.14493  H25 1.090, H135 1.090, H161 1.090, C195 1.531
16 H 7.61005 2.53938 -4.44793  C162 1.090
17 C -1.55734 3.53328 -1.50605  O7 1.326, O21 1.294, O217 1.204
18 C 2.37496 -0.34987 -5.01149  O26 1.381, O106 1.310, O175 1.229
19 O -5.37325 -3.03467 -3.13181  C82 1.319, C102 1.404
20 H 4.41762 4.24839 -5.19965  C39 1.090
21 O -2.68927 3.02203 -1.86981  C17 1.294, C168 1.412
22 H 1.77095 -0.50554 0.44347  C36 1.090
23 O -6.24926 -0.16136 -0.59633  C182 1.395, C215 1.448
24 H -3.01132 3.97244 8.00659  C64 1.090
25 H -0.66569 1.55610 -5.07787  C15 1.090
26 O 1.17464 -0.87304 -4.57334  C18 1.381, C145 1.376
27 C 8.44476 0.03615 1.54316  O28 1.240, O54 1.401, O85 1.322
28 O 8.69158 -1.08074 2.02177  C27 1.240
29 O 5.31666 0.53932 -1.82802  C209 1.220
30 H -5.81577 4.07560 -0.21769  C201 1.090
31 H 2.93992 -1.49318 -1.46378  C10 1.090
32 H 5.60815 -4.26976 2.23393  C193 1.090
33 C -0.94191 -0.49917 -0.09224  O40 1.323, O59 1.323, O160 1.193
34 C 3.44552 5.94840 -1.98882  O53 1.397, C78 1.516, C104 1.512, H212 1.090
35 H 4.82742 1.82008 -5.52180  C189 1.090
36 C 1.09420 0.30450 0.17150  C3 1.603, H22 1.090, C57 1.530, O59 1.369
37 H -3.56976 4.98293 4.07772  C42 1.090
38 C 4.07355 -0.38089 2.07946  O131 1.344, O151 1.382, O167 1.236
39 C 5.42735 3.90872 -4.96906  H20 1.090, H140 1.090, C189 1.543, H207 1.090
40 O -0.84830 -0.13770 1.17650  C33 1.323, C57 1.429
41 H -2.43932 5.55598 7.33593  C64 1.090
42 C -2.63630 4.94594 4.63931  H37 1.090, H166 1.090, C169 1.516, O220 1.449
43 H -2.17748 -5.90618 -0.92104  C62 1.090
44 C 0.99954 5.63059 1.68926  H56 1.090, H91 1.090, O101 1.446, C186 1.513
45 H -4.24584 -2.48545 -1.57360  C102 1.090
46 O 3.20617 5.94016 1.43275  C183 1.278, C186 1.396
47 H 3.07160 4.23387 -3.29677  C78 1.090
48 H 6.69301 2.24834 0.61882  C52 1.090
49 H -5.48457 -7.71193 2.15480  C194 1.090
50 C -7.99181 -1.20947 -1.74586  O81 1.426, H121 1.090, H124 1.090, C215 1.577
51 H 6.45995 -1.87777 2.53531  C144 1.090
52 C 7.50525 2.10474 1.33139  H48 1.090, O85 1.394, H133 1.090, C178 1.506
53 O 4.69915 5.92782 -1.37251  C34 1.397, C181 1.385
54 O 9.27583 0.77705 0.69354  C27 1.401, C178 1.414
55 C -5.34268 6.41697 1.47522  O115 1.304, O185 1.243, O187 1.320
56 H 0.52245 5.32321 2.61985  C44 1.090
57 C 0.22981 0.78697 1.33745  C36 1.530, O40 1.429, H63 1.090, H200 1.090
58 C -3.40455 -0.66486 3.12324  H88 1.090, C92 1.508, O100 1.410, C197 1.500
59 O 0.22683 -0.31714 -0.68566  C33 1.323, C36 1.369
60 O 3.99372 3.82676 -1.36425  C78 1.430, C181 1.300
61 C -0.63507 -4.44745 -0.18157  C62 1.559, H138 1.090, C203 1.514, O204 1.395
62 C -1.16758 -5.87520 -0.51210  H1 1.090, H43 1.090, C61 1.559, H139 1.090
63 H -0.07472 1.83109 1.26553  C57 1.090
64 C -3.10549 4.70345 7.20356  H24 1.090, H41 1.090, C169 1.558, H198 1.090
65 H -5.10197 -1.12484 1.84281  C197 1.090
66 H -7.72243 -0.23382 1.31967  C118 1.090
67 H -4.69690 5.13095 -1.22999  C201 1.090
68 H 2.07490 4.33581 -1.85892  C78 1.090
69 C -2.75499 -2.71843 4.01655  O11 1.218, O100 1.368, O218 1.333
70 H -2.70398 -0.30310 -4.20096  C172 1.090
71 H -3.77836 -8.17525 3.99159  C208 1.090
72 H 0.55158 -9.18224 -4.57768  C105 1.090
73 H -2.37486 -7.62370 -6.02126  C191 1.090
74 H 2.17166 2.91653 2.25682  C152 1.090
75 H -4.72429 -1.12453 -2.52727  C102 1.090
76 O -6.19724 1.80484 -1.83990  C182 1.244
77 H 4.19255 6.19328 -4.02944  C104 1.090
78 C 3.08343 4.49792 -2.23930  C34 1.516, H47 1.090, O60 1.430, H68 1.090
79 C 0.91826 -0.57544 5.51684  H90 1.090, C95 1.513, C134 1.564, O137 1.413
80 H -0.72155 0.63926 5.90524  C95 1.090
81 O -7.79544 0.13604 -2.17677  C50 1.426, C182 1.360
82 C -5.06159 -3.39345 -4.36225  O19 1.319, O149 1.327, O171 1.262
83 H 1.02310 -1.06338 3.45118  C134 1.090
84 C -3.15778 -2.40529 -3.48708  H6 1.090, C102 1.549, O149 1.457, C172 1.545
85 O 7.43855 0.82448 1.87897  C27 1.322, C52 1.394
86 C -0.29526 -7.37750 -5.60935  H96 1.090, C105 1.522, C191 1.535, O213 1.353
87 O 4.94345 2.05646 -3.45664  C189 1.460, C209 1.310
88 H -2.64853 0.12030 3.11649  C58 1.090
89 H -3.69149 -0.04660 5.09515  C92 1.090
90 H 1.34522 0.41384 5.35206  C79 1.090
91 H 0.29110 5.56119 0.86379  C44 1.090
92 C -3.98032 -0.90978 4.49548  C58 1.508, H89 1.090, H146 1.090, O218 1.413
93 C 2.89856 -2.02282 -3.57371  C10 1.545, O106 1.432, H113 1.090, C145 1.537
94 H 1.09579 -1.41394 -2.58423  C145 1.090
95 C -0.56675 -0.43085 5.76735  C79 1.513, H80 1.090, H136 1.090, O147 1.384
96 H 0.48980 -7.34539 -6.36484  C86 1.090
97 H 5.65890 -3.60735 3.89195  C193 1.090
98 H 2.27139 4.51635 0.38930  C186 1.090
99 O 2.23577 -3.46571 1.49581  C165 1.220
100 O -2.74610 -1.89521 2.92385  C58 1.410, C69 1.368
101 O 1.40137 7.01965 1.69104  C44 1.446, C183 1.277
102 C -4.40651 -2.16444 -2.60279  O19 1.404, H45 1.090, H75 1.090, C84 1.549
103 H -3.86796 -0.26728 1.03813  C197 1.090
104 C 3.51135 6.66299 -3.31990  C34 1.512, H77 1.090, H109 1.090, H119 1.090
105 C -0.34111 -8.80212 -5.07438  H9 1.090, H72 1.090, C86 1.522, H210 1.090
106 O 3.34670 -0.87792 -4.30876  C18 1.310, C93 1.432
107 H 7.13324 1.10194 -5.50509  C162 1.090
108 H -1.83421 -0.79567 -2.89485  C172 1.090
109 H 3.88680 7.66760 -3.12523  C104 1.090
110 O 6.77769 1.00887 -3.45735  C162 1.469, C209 1.297
111 H -6.56275 -2.30479 -0.50568  C215 1.090
112 C -3.62247 -6.62880 2.33841  O5 1.402, H164 1.090, C194 1.522, C208 1.543
113 H 3.22520 -2.85907 -4.19185  C93 1.090
114 H 2.62391 4.19805 3.41440  C152 1.090
115 O -5.75530 6.10501 0.27822  C55 1.304, C201 1.459
116 O 6.03868 4.28038 -0.56839  C181 1.208
117 H -1.53728 -4.65933 1.74733  C203 1.090
118 C -7.91010 -1.20040 0.85212  H66 1.090, H126 1.090, H184 1.090, C215 1.570
119 H 2.47935 6.70366 -3.66835  C104 1.090
120 H -1.34580 3.81201 -4.48845  C195 1.090
121 H -9.04539 -1.39892 -1.54044  C50 1.090
122 H -1.45561 -1.59256 -4.47797  C172 1.090
123 H 8.29637 1.82634 -1.51216  C128 1.090
124 H -7.67037 -1.87920 -2.54351  C50 1.090
125 H -3.49698 2.68444 0.50820  C156 1.090
126 H -8.99518 -1.19210 0.74901  C118 1.090
127 H 0.89128 -2.75447 -3.69870  C145 1.090
128 C 8.82660 2.54901 -0.89191  H123 1.090, H148 1.090, C178 1.553, H190 1.090
129 H -4.89196 0.59242 2.15099  C197 1.090
130 H 2.53251 2.11892 -0.00407  C3 1.090
131 O 4.61930 -1.21313 2.98254  C38 1.344, C144 1.420
132 H -3.42255 3.30669 -3.73657  C168 1.090
133 H 7.58913 2.85937 2.11344  C52 1.090
134 C 1.33363 -1.55734 4.37187  H14 1.090, C79 1.564, H83 1.090, H153 1.090
135 H 0.74538 2.25285 -4.27171  C15 1.090
136 H -1.20993 -0.84006 4.98826  C95 1.090
137 O 1.37437 -1.29028 6.64727  C79 1.413, C163 1.321
138 H -0.74662 -3.75461 -1.01562  C61 1.090
139 H -1.16305 -6.50506 0.37747  C62 1.090
140 H 5.77397 4.49596 -4.11870  C39 1.090
141 H -3.15609 5.28152 0.30732  C211 1.090
142 H -4.59435 3.05509 1.82232  C156 1.090
143 C -1.00225 3.34028 4.72917  O154 1.350, O157 1.247, O220 1.349
144 C 5.43211 -2.18043 2.33519  H51 1.090, O131 1.420, C177 1.465, C193 1.481
145 C 1.37959 -1.78884 -3.56760  O26 1.376, C93 1.537, H94 1.090, H127 1.090
146 H -5.03086 -1.19912 4.52265  C92 1.090
147 O -0.78773 -1.14549 6.93188  C95 1.384, C163 1.354
148 H 9.81929 2.67043 -1.32541  C128 1.090
149 O -3.83316 -2.97913 -4.64398  C82 1.327, C84 1.457
150 H 4.16826 -3.84308 3.10630  C193 1.090
151 O 4.36479 -0.88016 0.82392  C38 1.382, C177 1.426
152 C 2.74110 3.83592 2.39301  H74 1.090, H114 1.090, C186 1.508, H216 1.090
153 H 0.83603 -2.51735 4.50924  C134 1.090
154 O -1.74527 3.19569 5.84728  C143 1.350, C169 1.412
155 H -1.44154 -6.55099 -7.20974  C191 1.090
156 C -3.70071 3.40168 1.30329  H12 1.090, H125 1.090, H142 1.090, C211 1.521
157 O -0.03659 2.61934 4.40771  C143 1.247
158 O -5.17340 -3.87744 0.89702  C188 1.235
159 H 6.12091 -2.09100 0.38965  C177 1.090
160 O -1.89061 -0.95536 -0.65279  C33 1.193
161 H -0.28654 1.09016 -3.52839  C15 1.090
162 C 6.86368 1.78628 -4.70065  H16 1.090, H107 1.090, O110 1.469, C189 1.559
163 C 0.38075 -1.56087 7.47504  O13 1.220, O137 1.321, O147 1.354
164 H -2.66703 -6.83586 1.85637  C112 1.090
165 C 1.09757 -3.72143 1.13840  O99 1.220, O180 1.350, O204 1.369
166 H -2.36035 5.96096 4.92513  C42 1.090
167 O 3.40465 0.62748 2.32922  C38 1.236
168 C -2.67924 2.68292 -3.24008  O21 1.412, H132 1.090, H176 1.090, C195 1.541
169 C -2.88755 4.02557 5.81767  C42 1.516, C64 1.558, O154 1.412, H196 1.090
170 H 4.61022 -2.93456 0.54522  C177 1.090
171 O -5.83267 -3.95754 -5.18630  C82 1.262
172 C -2.23565 -1.21042 -3.81948  H70 1.090, C84 1.545, H108 1.090, H122 1.090
173 C -0.97886 -5.50621 -4.44767  O199 1.349, O213 1.382, O219 1.228
174 O 3.28151 8.10622 1.32334  C183 1.200
175 O 2.46939 0.58875 -5.79892  C18 1.229
176 H -2.92667 1.63853 -3.43015  C168 1.090
177 C 5.15878 -2.06249 0.90112  C144 1.465, O151 1.426, H159 1.090, H170 1.090
178 C 8.82116 2.11205 0.59850  H8 1.090, C52 1.506, O54 1.414, C128 1.553
179 H -2.02563 -3.20098 0.90809  C203 1.090
180 O -0.02717 -3.27377 1.73582  C165 1.350, C203 1.437
181 C 4.99343 4.60673 -1.07859  O53 1.385, O60 1.300, O116 1.208
182 C -6.75495 0.73478 -1.53859  O23 1.395, O76 1.244, O81 1.360
183 C 2.66339 7.09458 1.51058  O46 1.278, O101 1.277, O174 1.200
184 H -7.51963 -1.93320 1.55825  C118 1.090
185 O -5.78589 7.30438 2.22487  C55 1.243
186 C 2.28859 4.88886 1.41353  C44 1.513, O46 1.396, H98 1.090, C152 1.508
187 O -4.36941 5.61122 1.85748  C55 1.320, C211 1.426
188 C -4.82202 -5.00368 1.26203  O5 1.330, O158 1.235, O221 1.354
189 C 5.42390 2.37504 -4.79769  H35 1.090, C39 1.543, O87 1.460, C162 1.559
190 H 8.30262 3.48067 -1.10540  C128 1.090
191 C -1.62105 -6.85208 -6.17764  H73 1.090, C86 1.535, H155 1.090, O199 1.424
192 H -4.33033 -8.02079 0.81164  C194 1.090
193 C 5.19184 -3.52354 2.91065  H32 1.090, H97 1.090, C144 1.481, H150 1.090
194 C -4.72071 -7.27930 1.50870  H49 1.090, C112 1.522, H192 1.090, O221 1.425
195 C -1.25879 3.09017 -3.67637  O7 1.385, C15 1.531, H120 1.090, C168 1.541
196 H -3.80405 3.46107 5.64605  C169 1.090
197 C -4.35707 -0.34663 2.00899  C58 1.500, H65 1.090, H103 1.090, H129 1.090
198 H -4.06267 5.22019 7.27348  C64 1.090
199 O -1.90943 -5.68928 -5.40762  C173 1.349, C191 1.424
200 H 0.73391 0.56348 2.27769  C57 1.090
201 C -5.11082 4.90644 -0.24695  H30 1.090, H67 1.090, O115 1.459, C211 1.485
202 H -4.44374 -6.54963 4.38103  C208 1.090
203 C -1.17758 -3.85760 1.10240  C61 1.514, H117 1.090, H179 1.090, O180 1.437
204 O 0.71806 -4.57120 0.13476  C61 1.395, C165 1.369
205 H 1.05525 2.25755 -0.95503  C3 1.090
206 H -2.70742 -6.81771 4.14044  C208 1.090
207 H 6.04169 4.24160 -5.80563  C39 1.090
208 C -3.70380 -7.10413 3.80387  H71 1.090, C112 1.543, H202 1.090, H206 1.090
209 C 5.64588 1.13976 -2.83815  O29 1.220, O87 1.310, O110 1.297
210 H -0.48727 -9.48312 -5.91283  C105 1.090
211 C -4.01821 4.78325 0.75068  H141 1.090, C156 1.521, O187 1.426, C201 1.485
212 H 2.71155 6.41484 -1.33171  C34 1.090
213 O -0.04856 -6.51717 -4.59461  C86 1.353, C173 1.382
214 H 2.19941 1.14097 -1.48078  C3 1.090
215 C -7.07519 -1.34345 -0.46927  O23 1.448, C50 1.577, H111 1.090, C118 1.570
216 H 3.78035 3.60299 2.16108  C152 1.090
217 O -1.32714 3.76667 -0.34776  C17 1.204
218 O -3.37954 -2.08182 5.00690  C69 1.333, C92 1.413
219 O -1.04324 -4.70233 -3.52149  C173 1.228
220 O -1.55763 4.28057 3.93788  C42 1.449, C143 1.349
221 O -5.14254 -6.18968 0.69365  C188 1.354, C194 1.425